Density functional theory data (wB97M-V/def2-TZVPD) for C6H10 in the gas phase.

Output
lowest unoccupied orbital energy = 1.21 eV
HOMO energy = -9.4 eV
structure (SMILES) = C=CC(C)C=C
energy relative to the best compared isomer or geometry (same formula, charge and spin) = 27.1 kcal/mol
energy = -234.5593 hartree

Cartesian coordinates (Å):
C1 -1.316 0.492 -1.758
C2 -1.298 0.330 -0.437
C3 -0.322 -0.581 0.295
C4 -0.204 -0.164 1.765
C5 1.029 -0.610 -0.400
C6 1.983 0.303 -0.238
H1 -0.642 -0.069 -2.412
H2 -1.971 1.209 -2.242
H3 -1.994 0.893 0.193
H4 -0.728 -1.602 0.272
H5 -1.151 -0.328 2.291
H6 0.579 -0.739 2.269
H7 0.046 0.899 1.849
H8 1.205 -1.432 -1.094
H9 1.857 1.160 0.421
H10 2.926 0.239 -0.774

Results of the natural (NBO) charge analysis, in e, for atoms 1 through 2: -0.39 -0.16

Density functional theory data (wB97M-V/def2-TZVPD) for a molecular structure, C5H4N2O at a distorted geometry.

Output
lowest unoccupied orbital energy = -0.27 eV
HOMO energy = -10.0 eV
energy relative to the best compared isomer or geometry (same formula, charge and spin) = 108.5 kcal/mol
energy = -377.4911 hartree

Cartesian coordinates (Å):
C1 1.614 -0.633 0.268
C2 1.345 0.934 0.202
C3 -0.071 0.334 0.083
C4 -1.356 0.564 -0.143
C5 -1.977 -0.805 -0.044
H1 1.383 1.577 1.190
H2 1.985 1.519 -0.663
H3 -1.638 1.562 -0.713
H4 -3.103 -1.100 -0.510
N1 -0.933 -1.730 0.193
N2 0.140 -0.913 0.493
O1 2.612 -1.308 -0.358

Results of the natural (NBO) charge analysis, in e, for atoms 1 through 2: 0.68 -0.50

Density functional theory data (wB97M-V/def2-TZVPD) for a molecular structure, C15H41KN4O2Si4.

Output
lowest unoccupied orbital energy = 0.11 eV
HOMO energy = -6.8 eV
energy relative to the best compared isomer or geometry (same formula, charge and spin) = 0.0 kcal/mol
energy = -2723.6916 hartree

Cartesian coordinates (Å):
K1 0.069 1.655 2.543
N1 4.401 -0.314 1.012
C1 3.049 -0.703 1.414
C2 3.028 -2.155 1.875
C3 3.038 -3.147 0.713
C4 1.639 -3.403 0.151
N2 0.947 -2.203 -0.312
C5 1.260 -1.540 -1.408
N3 2.181 -2.034 -2.260
N4 0.667 -0.384 -1.678
C6 2.357 0.286 2.375
O1 2.514 1.501 2.093
O2 1.595 -0.172 3.262
H1 5.023 -0.426 1.807
H2 4.384 0.685 0.823
H3 2.441 -0.605 0.511
H4 2.151 -2.315 2.505
H5 3.897 -2.323 2.518
H6 3.425 -4.117 1.032
H7 3.723 -2.781 -0.060
H8 1.007 -3.821 0.933
H9 1.649 -4.137 -0.660
H10 0.221 -1.776 0.268
H11 2.781 -2.774 -1.940
H12 2.582 -1.409 -2.938
H13 -0.114 -0.098 -1.066
H14 0.740 0.020 -2.594
C7 -5.336 1.104 1.312
Si1 -3.490 1.134 1.685
C8 -3.278 0.399 3.419
C9 -3.042 2.974 1.820
Si2 -2.094 0.008 0.173
Si3 -2.800 -2.203 0.532
C10 -2.404 -3.268 -0.986
C11 -1.881 -2.945 2.014
C12 -4.617 -2.530 0.918
Si4 -3.241 0.503 -1.824
C13 -3.598 2.354 -1.958
C14 -4.885 -0.377 -2.127
C15 -2.205 0.103 -3.364
H15 -5.906 1.599 2.104
H16 -5.708 0.084 1.213
H17 -5.543 1.630 0.378
H18 -3.574 1.097 4.207
H19 -2.246 0.089 3.600
H20 -3.887 -0.502 3.530
H21 -3.651 3.467 2.582
H22 -3.206 3.488 0.871
H23 -1.996 3.146 2.088
H24 -1.349 -3.212 -1.267
H25 -2.989 -2.947 -1.851
H26 -2.641 -4.319 -0.797
H27 -0.813 -2.714 2.045
H28 -1.995 -4.033 2.047
H29 -2.302 -2.542 2.939
H30 -5.286 -2.159 0.141
H31 -4.901 -2.059 1.862
H32 -4.785 -3.606 1.023
H33 -4.339 2.678 -1.224
H34 -3.990 2.590 -2.951
H35 -2.695 2.951 -1.801
H36 -5.600 -0.184 -1.327
H37 -4.759 -1.458 -2.207
H38 -5.325 -0.023 -3.065
H39 -1.342 0.770 -3.438
H40 -2.812 0.248 -4.262
H41 -1.849 -0.930 -3.365

Results of the natural (NBO) charge analysis, in e, for atoms 1 through 2: 0.95 -0.84

Density functional theory data (wB97M-V/def2-TZVPD) for 9 unconnected molecules or ions with the total composition C34H90N4O13 at a distorted geometry.

Output
lowest unoccupied orbital energy = 0.52 eV
HOMO energy = -8.4 eV
structure (SMILES) = COCCNCCOC.COCCNCCOC.COCCNCCOC.COCCNCCOC.CCO.CCO.CCO.CCO.CCO
energy relative to the best compared isomer or geometry (same formula, charge and spin) = 54.6 kcal/mol
energy = -2546.2388 hartree

Cartesian coordinates (Å):
C1 -1.161 0.810 -7.894
O1 -1.144 0.066 -6.705
C2 -0.858 0.898 -5.597
C3 -1.356 0.142 -4.377
N1 -2.815 -0.005 -4.337
C4 -3.248 -0.656 -3.119
C5 -3.253 -2.201 -3.361
O2 -3.841 -2.440 -4.650
C6 -5.279 -2.460 -4.656
H1 -0.765 1.820 -7.783
H2 -2.176 0.847 -8.290
H3 -0.543 0.298 -8.631
H4 -1.322 1.882 -5.673
H5 0.219 0.992 -5.461
H6 -0.991 0.687 -3.506
H7 -0.884 -0.839 -4.323
H8 -2.985 -0.737 -5.012
H9 -4.291 -0.378 -2.971
H10 -2.634 -0.323 -2.283
H11 -3.689 -2.689 -2.489
H12 -2.214 -2.528 -3.400
H13 -5.518 -3.089 -5.513
H14 -5.775 -1.490 -4.680
H15 -5.747 -3.035 -3.856
C7 4.009 1.101 0.100
O3 2.632 1.417 0.329
C8 2.390 2.824 0.805
C9 1.027 2.821 1.504
N2 1.134 2.187 2.855
C10 -0.155 2.023 3.565
C11 -0.725 3.326 4.158
O4 -1.825 3.032 5.003
C12 -2.388 4.160 5.578
H16 4.169 0.087 -0.267
H17 4.581 1.160 1.026
H18 4.453 1.846 -0.560
H19 2.304 3.426 -0.100
H20 3.186 3.265 1.404
H21 0.317 2.296 0.864
H22 0.598 3.803 1.702
H23 1.660 1.331 2.753
H24 0.023 1.301 4.362
H25 -0.947 1.595 2.950
H26 -0.935 4.015 3.340
H27 0.119 3.698 4.738
H28 -3.442 4.032 5.827
H29 -2.486 5.017 4.912
H30 -1.800 4.540 6.414
C13 -6.594 -0.976 -0.906
O5 -6.170 -1.262 0.389
C14 -5.921 -0.110 1.236
C15 -4.498 0.360 1.136
N3 -4.115 1.217 0.036
C16 -2.639 1.494 0.118
C17 -2.186 2.470 -1.037
O6 -2.944 3.680 -0.950
C18 -2.911 4.434 -2.176
H31 -7.510 -0.387 -0.925
H32 -6.770 -1.929 -1.405
H33 -5.851 -0.389 -1.445
H34 -6.252 -0.469 2.211
H35 -6.583 0.715 0.974
H36 -3.922 -0.560 1.036
H37 -4.252 0.839 2.084
H38 -4.563 2.121 -0.016
H39 -1.985 0.624 0.070
H40 -2.334 2.013 1.026
H41 -2.371 2.025 -2.015
H42 -1.139 2.769 -0.978
H43 -3.833 5.017 -2.188
H44 -2.926 3.864 -3.105
H45 -2.096 5.155 -2.242
C19 0.597 2.783 7.810
O7 1.942 2.703 7.471
C20 2.629 1.644 8.080
C21 4.014 1.414 7.457
N4 3.903 1.062 6.036
C22 3.616 -0.327 5.880
C23 3.527 -0.845 4.436
O8 2.382 -0.296 3.716
C24 2.060 -0.947 2.462
H46 0.202 3.756 7.518
H47 0.376 2.658 8.870
H48 0.087 2.009 7.236
H49 2.049 0.723 8.135
H50 2.706 1.938 9.127
H51 4.516 0.672 8.077
H52 4.458 2.397 7.619
H53 3.108 1.556 5.656
H54 2.668 -0.565 6.361
H55 4.317 -0.961 6.423
H56 3.481 -1.932 4.500
H57 4.437 -0.683 3.858
H58 2.933 -0.988 1.811
H59 1.301 -0.405 1.897
H60 1.703 -1.954 2.676
C25 5.423 -2.839 0.445
C26 4.407 -3.610 1.385
O9 4.867 -3.424 2.712
H61 5.464 -1.818 0.824
H62 5.107 -2.844 -0.599
H63 6.442 -3.214 0.531
H64 4.453 -4.681 1.190
H65 3.371 -3.276 1.332
H66 4.291 -3.995 3.226
C27 1.602 -5.500 -0.312
C28 0.207 -6.071 -0.350
O10 -0.144 -6.725 0.824
H67 1.800 -4.888 -1.192
H68 2.367 -6.262 -0.461
H69 1.733 -4.927 0.606
H70 -0.046 -6.805 -1.116
H71 -0.486 -5.277 -0.629
H72 -1.015 -7.094 0.659
C29 1.222 2.897 -3.416
C30 1.559 4.085 -4.301
O11 1.324 5.253 -3.566
H73 1.350 1.958 -3.954
H74 0.188 3.015 -3.094
H75 1.805 2.940 -2.496
H76 0.797 4.021 -5.077
H77 2.561 4.121 -4.728
H78 1.393 6.072 -4.063
C31 1.287 -3.577 -4.788
C32 0.723 -4.938 -4.417
O12 -0.240 -4.693 -3.439
H79 1.948 -3.276 -3.976
H80 0.593 -2.775 -5.039
H81 1.864 -3.652 -5.709
H82 1.522 -5.523 -3.962
H83 0.339 -5.421 -5.315
H84 -0.957 -5.322 -3.547
C33 1.676 -1.952 -1.285
C34 1.186 -0.662 -1.937
O13 0.580 0.164 -0.940
H85 2.407 -1.845 -0.484
H86 2.161 -2.629 -1.988
H87 0.836 -2.491 -0.847
H88 0.443 -0.781 -2.725
H89 2.024 -0.130 -2.387
H90 1.287 0.390 -0.331

Results of the Löwdin charge analysis, in e, for atoms 1 through 2: -0.12 -0.17

Density functional theory data (wB97M-V/def2-TZVPD) for 7 unconnected molecules or ions with the total composition C42H102O25P4 at a distorted geometry.

Output
lowest unoccupied orbital energy = 0.49 eV
HOMO energy = -9.4 eV
structure (SMILES) = CCOP(=O)(OCC)OCC.CCOP(=O)(OCC)OCC.CCOP(=O)(OCC)OCC.CCOP(=O)(OCC)OCC.COCCOCCOC.COCCOCCOC.COCCOCCOC
energy relative to the best compared isomer or geometry (same formula, charge and spin) = 0.0 kcal/mol
energy = -4908.0475 hartree

Cartesian coordinates (Å):
C1 -6.329 -1.294 -1.886
C2 -6.919 -1.162 -0.512
O1 -6.121 -0.178 0.176
P1 -6.513 0.495 1.540
O2 -7.944 0.781 1.676
O3 -5.914 -0.459 2.673
C3 -6.773 -1.395 3.307
C4 -7.591 -0.771 4.414
O4 -5.524 1.706 1.572
C5 -5.695 2.705 2.673
C6 -4.747 2.371 3.804
H1 -6.060 -0.312 -2.261
H2 -5.562 -2.053 -2.024
H3 -7.131 -1.643 -2.553
H4 -7.914 -0.737 -0.652
H5 -6.970 -2.076 0.074
H6 -7.467 -1.898 2.624
H7 -6.160 -2.213 3.689
H8 -8.134 -1.550 4.944
H9 -7.013 -0.103 5.054
H10 -8.310 -0.100 3.935
H11 -5.342 3.550 2.078
H12 -6.740 2.813 2.948
H13 -3.727 2.684 3.601
H14 -5.104 2.744 4.760
H15 -4.729 1.278 3.848
C7 3.987 0.142 -1.566
C8 5.117 -0.911 -1.572
O5 6.355 -0.249 -1.406
P2 7.432 -0.650 -0.333
O6 7.280 -2.011 0.119
O7 7.350 0.406 0.836
C9 7.676 1.805 0.611
C10 8.201 2.388 1.919
O8 8.748 -0.299 -1.126
C11 10.001 -0.626 -0.498
C12 11.055 0.281 -1.054
H16 3.987 0.652 -2.535
H17 2.993 -0.271 -1.408
H18 4.181 0.885 -0.792
H19 4.927 -1.561 -0.709
H20 5.058 -1.536 -2.459
H21 8.176 2.091 -0.321
H22 6.713 2.306 0.389
H23 9.190 2.024 2.181
H24 8.232 3.475 1.796
H25 7.464 2.139 2.677
H26 9.859 -0.423 0.568
H27 10.270 -1.673 -0.600
H28 11.010 1.296 -0.671
H29 12.009 -0.198 -0.821
H30 10.987 0.347 -2.140
C13 -2.656 -0.447 -5.707
C14 -3.304 0.924 -5.868
O9 -3.091 1.382 -7.196
P3 -4.286 1.943 -8.090
O10 -4.681 3.297 -7.778
O11 -5.361 0.804 -8.015
C15 -5.159 -0.530 -8.592
C16 -5.902 -0.609 -9.895
O12 -3.719 1.802 -9.563
C17 -2.677 2.698 -10.015
C18 -3.202 3.821 -10.854
H31 -2.966 -1.001 -4.824
H32 -3.124 -1.001 -6.533
H33 -1.580 -0.427 -5.837
H34 -4.359 0.790 -5.640
H35 -2.823 1.613 -5.178
H36 -4.086 -0.637 -8.769
H37 -5.538 -1.219 -7.843
H38 -6.988 -0.596 -9.772
H39 -5.680 0.207 -10.584
H40 -5.678 -1.516 -10.470
H41 -2.083 3.091 -9.184
H42 -1.956 2.147 -10.623
H43 -3.978 3.525 -11.551
H44 -3.553 4.643 -10.229
H45 -2.329 4.228 -11.374
C19 4.196 0.413 2.274
C20 3.742 -0.194 3.606
O13 2.367 0.112 3.813
P4 1.780 1.349 4.583
O14 2.247 2.650 4.099
O15 0.229 1.085 4.444
C21 -0.400 1.501 3.179
C22 -0.693 2.987 3.165
O16 2.125 1.107 6.098
C23 1.622 2.150 6.979
C24 1.239 1.706 8.378
H46 3.405 0.517 1.541
H47 4.633 1.392 2.482
H48 5.062 -0.175 1.953
H49 4.046 -1.225 3.798
H50 4.447 0.202 4.365
H51 0.370 1.197 2.458
H52 -1.294 0.890 3.061
H53 -1.239 3.273 4.068
H54 0.221 3.577 3.126
H55 -1.280 3.291 2.295
H56 2.351 2.954 6.912
H57 0.705 2.534 6.515
H58 1.703 0.764 8.715
H59 1.681 2.343 9.146
H60 0.180 1.511 8.509
C25 2.564 -4.715 7.300
O17 1.320 -5.178 6.842
C26 0.257 -4.861 7.708
C27 -0.004 -3.378 7.806
O18 0.107 -3.060 9.195
C28 -0.216 -1.738 9.594
C29 0.619 -1.606 10.845
O19 0.767 -0.360 11.425
C30 -0.398 0.394 11.483
H61 2.717 -4.829 8.382
H62 2.746 -3.670 7.048
H63 3.299 -5.363 6.821
H64 0.352 -5.342 8.688
H65 -0.605 -5.346 7.241
H66 -1.040 -3.143 7.533
H67 0.743 -2.761 7.298
H68 -1.301 -1.792 9.725
H69 0.082 -1.005 8.836
H70 1.632 -1.944 10.652
H71 0.189 -2.296 11.586
H72 -1.097 -0.075 12.192
H73 -0.926 0.671 10.568
H74 -0.092 1.316 11.983
C31 -2.553 0.468 -1.936
O20 -2.423 -0.918 -2.001
C32 -2.210 -1.613 -0.831
C33 -0.750 -1.704 -0.467
O21 -0.691 -2.286 0.809
C34 0.514 -2.159 1.492
C35 1.770 -2.576 0.772
O22 1.747 -3.900 0.347
C36 2.884 -4.649 0.737
H75 -3.509 0.853 -1.559
H76 -2.302 0.994 -2.862
H77 -1.778 0.902 -1.269
H78 -2.649 -2.610 -0.903
H79 -2.715 -1.240 0.078
H80 -0.259 -0.724 -0.567
H81 -0.261 -2.390 -1.178
H82 0.366 -2.665 2.438
H83 0.740 -1.112 1.784
H84 2.616 -2.277 1.404
H85 1.865 -1.971 -0.144
H86 2.885 -4.796 1.825
H87 3.810 -4.086 0.527
H88 2.932 -5.576 0.178
C37 1.057 0.551 -3.466
O23 1.588 1.841 -3.300
C38 1.045 2.766 -4.198
C39 1.639 2.667 -5.582
O24 1.060 1.549 -6.161
C40 0.935 1.629 -7.569
C41 0.112 0.471 -8.034
O25 0.139 0.442 -9.453
C42 -0.760 -0.513 -9.960
H89 1.272 -0.078 -2.597
H90 1.507 0.047 -4.318
H91 -0.036 0.575 -3.505
H92 1.336 3.715 -3.747
H93 -0.025 2.689 -4.428
H94 2.725 2.517 -5.547
H95 1.473 3.545 -6.215
H96 1.895 1.596 -8.096
H97 0.355 2.538 -7.793
H98 -0.959 0.412 -7.795
H99 0.465 -0.517 -7.671
H100 -0.638 -0.650 -11.026
H101 -1.776 -0.111 -9.793
H102 -0.664 -1.415 -9.343

Results of the Löwdin charge analysis, in e, for atoms 1 through 2: -0.07 -0.24

Density functional theory data (wB97M-V/def2-TZVPD) for C5H9NOSe in the gas phase at a distorted geometry.

Output
lowest unoccupied orbital energy = -0.33 eV
HOMO energy = -8.1 eV
structure (SMILES) = NC(=O)CCCC=[Se]
energy relative to the best compared isomer or geometry (same formula, charge and spin) = 16.7 kcal/mol
energy = -2727.2829 hartree

Cartesian coordinates (Å):
N1 -1.986 -1.747 0.667
C1 -1.017 -1.133 -0.022
O1 -0.330 -1.736 -0.834
C2 -1.078 0.328 -0.140
C3 0.123 1.021 -0.708
C4 1.369 1.110 0.239
C5 2.245 -0.123 -0.051
Se1 4.004 -0.062 0.098
H1 -2.610 -1.040 1.095
H2 -2.031 -2.821 0.771
H3 -1.255 0.775 0.835
H4 -1.972 0.380 -0.686
H5 -0.173 2.047 -0.810
H6 0.293 0.649 -1.696
H7 1.809 2.076 -0.053
H8 0.986 1.237 1.370
H9 1.624 -0.962 -0.074

Results of the natural (NBO) charge analysis, in e, for atoms 1 through 2: -0.83 0.65

Density functional theory data (wB97M-V/def2-TZVPD) for 3 unconnected molecules or ions with the total composition C7H17NO2 at a distorted geometry.

Output
lowest unoccupied orbital energy = 0.77 eV
HOMO energy = -9.0 eV
structure (SMILES) = C=CC(=C)CCCN.O.O
energy relative to the best compared isomer or geometry (same formula, charge and spin) = 111.0 kcal/mol
energy = -482.0014 hartree

Cartesian coordinates (Å):
C1 -0.124 1.024 3.154
C2 -0.123 0.341 1.983
C3 1.186 0.353 1.301
C4 2.210 -0.340 1.804
C5 1.318 1.416 -0.046
C6 0.342 0.944 -1.054
C7 0.808 -0.541 -1.505
N1 -0.296 -1.237 -2.199
H1 0.899 1.242 3.574
H2 -0.935 1.318 3.843
H3 -0.897 0.034 1.405
H4 3.259 -0.233 1.364
H5 1.913 -0.959 2.704
H6 2.376 1.192 -0.353
H7 1.255 2.421 0.459
H8 0.319 1.495 -2.035
H9 -0.648 1.025 -0.669
H10 1.556 -0.212 -2.287
H11 1.184 -1.197 -0.730
H12 -0.919 -1.927 -1.577
H13 -0.013 -1.779 -3.024
O1 -1.999 -2.016 -0.136
H14 -1.949 -1.656 0.770
H15 -2.621 -2.160 -0.794
O2 -3.025 0.310 -1.925
H16 -2.066 -0.111 -2.164
H17 -3.009 1.251 -1.861

Results of the natural (NBO) charge analysis, in e, for atoms 1 through 2: -0.36 -0.26

Density functional theory data (wB97M-V/def2-TZVPD) for C3H4N2O in the gas phase at a distorted geometry.

Output
lowest unoccupied orbital energy = 0.78 eV
HOMO energy = -9.1 eV
structure (SMILES) = C=CN1NC1=O
energy relative to the best compared isomer or geometry (same formula, charge and spin) = 100.2 kcal/mol
energy = -301.3275 hartree

Cartesian coordinates (Å):
C1 -1.018 0.029 0.726
C2 -0.238 -0.238 -0.330
N1 0.973 0.447 -0.399
N2 1.621 0.537 0.978
C3 2.303 0.100 -0.190
O1 3.246 -0.083 -0.762
H1 -0.727 0.602 1.610
H2 -2.051 -0.310 0.632
H3 -0.628 -0.826 -1.064
H4 1.929 1.461 0.871

Results of the natural (NBO) charge analysis, in e, for atoms 1 through 2: -0.43 -0.05